1.
C19H20FN5O2S in the gas phase, computed with ωB97M-V/def2-TZVPD.

Element x y z (Å)
O (-1.386, -1.083, 1.425)
C (-2.437, -0.481, 1.572)
N (-3.580, -0.805, 0.955)
C (-3.666, -1.856, -0.011)
C (-5.020, -2.331, -0.432)
C (-4.169, -1.551, -1.391)
H (-3.709, -2.066, -2.218)
H (-4.435, -0.529, -1.611)
H (-5.159, -3.388, -0.600)
H (-5.883, -1.843, -0.005)
H (-2.860, -2.566, 0.118)
H (-4.370, -0.179, 1.011)
C (-2.542, 0.719, 2.501)
H (-3.429, 0.663, 3.130)
H (-1.650, 0.784, 3.123)
S (-2.710, 2.287, 1.533)
C (-2.062, 1.682, 0.026)
N (-2.757, 1.382, -1.033)
N (-1.936, 0.762, -1.886)
C (-0.750, 0.685, -1.343)
N (-0.758, 1.291, -0.119)
C (0.292, 1.474, 0.847)
C (1.551, 2.001, 0.242)
C (1.791, 2.786, -0.847)
C (3.197, 2.965, -0.896)
C (3.698, 2.284, 0.167)
O (2.709, 1.698, 0.862)
H (4.697, 2.143, 0.527)
H (3.746, 3.526, -1.624)
H (1.066, 3.188, -1.526)
H (-0.087, 2.184, 1.596)
H (0.508, 0.525, 1.352)
C (0.383, -0.103, -1.898)
N (0.812, -1.093, -0.934)
C (2.085, -1.134, -0.409)
C (3.206, -0.748, -1.147)
C (4.471, -0.829, -0.598)
C (4.620, -1.312, 0.688)
C (3.533, -1.729, 1.434)
C (2.272, -1.638, 0.884)
H (1.409, -1.953, 1.453)
H (3.681, -2.109, 2.433)
F (5.862, -1.379, 1.229)
H (5.339, -0.524, -1.162)
H (3.098, -0.389, -2.158)
H (0.087, -1.387, -0.291)
H (0.021, -0.583, -2.815)
H (1.217, 0.557, -2.151)

As for the LUMO energy: 0.4 eV. The electronic energy is -45124.697 eV. As for the strongest force on any atom: 0.021 hartree/bohr. The HOMO-LUMO gap comes out at 0.2991 Eh.

Let us look at the Löwdin charges, expressed in e, one per atom: 0.04, -0.56, 0.11, -0.28, -0.10, -0.11, 0.10, 0.09, 0.10, 0.10, 0.15, 0.15, -0.33, 0.08, 0.08, 0.97, -0.66, 0.03, 0.08, -0.28, 0.01, -0.06, -0.26, -0.02, -0.05, -0.12, 0.05, 0.13, 0.10, 0.12, 0.12, 0.12, -0.11, 0.05, -0.28, -0.03, -0.02, -0.29, -0.01, -0.03, 0.11, 0.12, 0.04, 0.12, 0.11, 0.11, 0.13, 0.10

***

2.
C19H20N2O in the gas phase, computed with ωB97M-V/def2-TZVPD.

Element x y z (Å)
C (-0.267, -3.487, -0.605)
C (0.223, -2.846, 0.513)
C (-0.468, -1.731, 0.973)
N (-0.216, -0.908, 2.041)
C (-1.169, -0.032, 2.026)
N (-2.071, -0.199, 1.016)
C (-1.640, -1.294, 0.310)
C (-2.128, -1.946, -0.811)
C (-1.420, -3.044, -1.256)
H (-1.765, -3.576, -2.131)
H (-3.015, -1.610, -1.327)
C (-3.227, 0.620, 0.766)
H (-3.799, 0.162, -0.044)
C (-2.858, 2.062, 0.400)
H (-3.734, 2.700, 0.527)
H (-2.084, 2.406, 1.087)
C (-2.382, 2.208, -1.053)
H (-2.037, 3.237, -1.225)
O (-1.407, 1.275, -1.445)
C (-0.146, 1.327, -0.906)
C (0.667, 0.233, -1.219)
C (1.929, 0.164, -0.682)
C (2.408, 1.172, 0.154)
C (1.626, 2.271, 0.426)
C (0.344, 2.349, -0.106)
H (-0.254, 3.220, 0.114)
H (1.989, 3.068, 1.058)
C (3.793, 0.844, 0.626)
H (4.529, 1.409, 0.045)
H (3.944, 1.078, 1.680)
C (3.905, -0.661, 0.337)
H (3.543, -1.217, 1.203)
H (4.928, -0.972, 0.130)
C (2.960, -0.911, -0.848)
H (3.482, -0.776, -1.800)
H (2.524, -1.909, -0.838)
H (0.274, -0.542, -1.858)
H (-3.220, 2.012, -1.729)
H (-3.851, 0.631, 1.669)
H (-1.265, 0.756, 2.749)
H (1.109, -3.188, 1.025)
H (0.248, -4.355, -0.991)

The calculation puts the energy above the lowest of the compared OMol25 structures with the same formula, charge and spin at 9.37 kcal per mole. As for the LUMO energy: 0.8 eV. The electronic energy is -25055.947 eV. As for the strongest force on any atom: 0.015 hartree/bohr. The HOMO-LUMO gap comes out at 0.3243 Eh.

Let us look at the Löwdin charges, expressed in e, one per atom: -0.10, -0.03, -0.25, 0.14, -0.14, -0.02, -0.19, -0.02, -0.10, 0.10, 0.11, -0.12, 0.13, -0.14, 0.12, 0.09, -0.20, 0.12, -0.05, -0.26, 0.05, -0.18, -0.19, -0.02, -0.03, 0.10, 0.11, -0.13, 0.12, 0.11, -0.17, 0.11, 0.10, -0.12, 0.12, 0.10, 0.13, 0.13, 0.13, 0.13, 0.11, 0.10

***

3.
C19H20N2O2 in the gas phase, computed with ωB97M-V/def2-TZVPD.

Element x y z (Å)
C (2.347, 0.524, 2.508)
N (1.474, -0.769, 2.207)
O (1.949, -1.662, 1.497)
O (0.330, -0.740, 2.697)
H (1.573, 1.288, 2.377)
H (3.129, 0.537, 1.737)
C (1.929, -2.326, 5.191)
C (3.252, -1.885, 4.756)
N (4.280, -2.798, 4.683)
C (4.095, -4.226, 4.749)
C (5.441, -2.167, 4.230)
C (5.120, -0.788, 4.019)
C (6.163, 0.039, 3.576)
C (7.465, -0.475, 3.457)
C (7.723, -1.832, 3.644)
C (6.701, -2.716, 4.012)
C (3.713, -0.640, 4.324)
C (2.859, 0.536, 3.943)
C (3.493, 1.898, 4.384)
C (4.578, 2.100, 5.260)
C (5.227, 3.344, 5.344)
C (4.731, 4.445, 4.634)
C (5.466, 5.757, 4.627)
C (3.549, 4.291, 3.914)
C (2.916, 3.058, 3.858)
H (1.349, -1.477, 5.568)
H (1.366, -2.773, 4.361)
H (2.013, -3.075, 5.985)
H (5.047, -4.699, 4.550)
H (3.716, -4.543, 5.718)
H (3.379, -4.545, 3.994)
H (5.969, 1.101, 3.385)
H (8.280, 0.206, 3.213)
H (8.719, -2.215, 3.500)
H (6.837, -3.788, 4.140)
H (1.941, 0.498, 4.522)
H (4.958, 1.284, 5.885)
H (6.124, 3.466, 5.964)
H (4.938, 6.488, 3.995)
H (5.574, 6.184, 5.640)
H (6.490, 5.649, 4.221)
H (3.120, 5.146, 3.389)
H (1.946, 2.972, 3.377)

The calculation puts the energy above the lowest of the compared OMol25 structures with the same formula, charge and spin at 98.81 kcal per mole. As for the LUMO energy: 0.2 eV. The electronic energy is -27100.166 eV. As for the strongest force on any atom: 0.043 hartree/bohr. The HOMO-LUMO gap comes out at 0.2910 Eh.

Let us look at the Löwdin charges, expressed in e, one per atom: 0.00, -0.34, 0.06, 0.04, 0.11, 0.14, -0.02, -0.22, -0.06, -0.01, -0.15, -0.11, -0.03, -0.09, -0.10, -0.02, -0.10, -0.20, -0.15, -0.04, -0.03, -0.29, -0.06, -0.04, -0.05, 0.09, 0.09, 0.08, 0.08, 0.09, 0.10, 0.11, 0.10, 0.09, 0.10, 0.14, 0.12, 0.12, 0.07, 0.08, 0.09, 0.11, 0.11

***

4.
A molecular structure, C19H20N2O2Se2W, computed with ωB97M-V/def2-TZVPD.

Element x y z (Å)
W (-0.099, 0.345, -0.298)
C (3.048, -1.664, -1.879)
C (1.573, -1.521, -1.821)
C (0.739, -2.555, -1.379)
C (-0.644, -2.367, -1.297)
C (-1.527, -3.390, -0.687)
C (-1.218, -1.170, -1.862)
C (-0.440, -0.227, -2.542)
C (-1.029, 0.732, -3.538)
C (0.952, -0.292, -2.253)
H (3.270, -2.058, -2.884)
H (3.434, -2.390, -1.166)
H (3.572, -0.711, -1.805)
H (1.171, -3.499, -1.061)
H (-1.579, -4.234, -1.391)
H (-2.542, -3.037, -0.523)
H (-1.105, -3.793, 0.236)
H (-2.300, -1.123, -1.944)
H (-1.054, 0.199, -4.495)
H (-0.413, 1.618, -3.694)
H (-2.055, 1.008, -3.295)
H (1.603, 0.464, -2.688)
Se (-0.064, 2.866, -1.198)
Se (0.881, 3.873, 0.723)
C (1.381, 2.287, 1.577)
C (1.764, 2.389, 2.935)
C (1.875, 1.232, 3.725)
C (1.746, -0.010, 3.159)
C (1.673, -0.107, 1.693)
N (1.307, 1.086, 0.965)
C (-1.878, 2.543, -0.643)
C (-2.930, 3.416, -0.733)
C (-4.173, 2.953, -0.275)
C (-4.292, 1.668, 0.238)
C (-3.180, 0.839, 0.284)
N (-1.989, 1.287, -0.157)
H (1.871, 3.370, 3.386)
H (2.053, 1.332, 4.790)
H (1.825, -0.928, 3.733)
H (2.561, -0.599, 1.277)
H (-2.808, 4.414, -1.138)
H (-5.038, 3.605, -0.322)
H (-5.241, 1.296, 0.605)
H (-3.226, -0.169, 0.676)
O (-0.723, -0.547, 1.294)
O (0.602, -1.072, 1.113)

The calculation puts the energy above the lowest of the compared OMol25 structures with the same formula, charge and spin at 78.18 kcal per mole. As for the charge: +4. The expectation value of S² is 2.039. The spin multiplicity is 3. As for the LUMO energy (alpha / beta): -15.7 / -15.9 eV. The electronic energy is -159572.705 eV. As for the strongest force on any atom: 0.021 hartree/bohr. The HOMO-LUMO gap (alpha / beta) comes out at 0.2257 / 0.2553 Eh.

Let us look at the Löwdin charges, expressed in e, one per atom: 1.72, 0.03, -0.20, 0.07, -0.19, 0.03, -0.06, -0.40, 0.00, -0.14, 0.15, 0.12, 0.11, 0.17, 0.15, 0.11, 0.12, 0.16, 0.14, 0.08, 0.11, 0.15, 0.93, 1.04, -0.60, 0.02, 0.06, 0.12, -0.21, -0.15, -0.57, 0.01, 0.08, 0.06, -0.03, -0.15, 0.15, 0.16, 0.17, 0.19, 0.15, 0.16, 0.16, 0.14, -0.17, -0.16

***

5.
C19H20N2O4 in the gas phase, computed with ωB97M-V/def2-TZVPD.

Element x y z (Å)
O (-2.958, -1.094, -0.153)
C (-2.574, -0.267, -0.952)
N (-1.293, 0.127, -1.076)
C (-0.234, -0.475, -0.313)
C (0.758, -1.193, -1.216)
O (0.636, -1.315, -2.404)
O (1.782, -1.659, -0.504)
C (2.790, -2.377, -1.218)
C (3.560, -3.281, -0.294)
C (4.345, -4.291, -0.837)
C (5.083, -5.121, -0.013)
C (5.040, -4.952, 1.361)
C (4.258, -3.949, 1.906)
C (3.523, -3.113, 1.082)
H (2.913, -2.330, 1.504)
H (4.220, -3.813, 2.976)
H (5.614, -5.602, 2.005)
H (5.690, -5.903, -0.443)
H (4.376, -4.425, -1.909)
H (3.468, -1.650, -1.686)
H (2.314, -2.952, -2.021)
H (-0.690, -1.203, 0.366)
H (0.300, 0.274, 0.282)
H (-1.044, 0.778, -1.812)
C (-3.523, 0.517, -1.869)
N (-3.625, 1.889, -1.414)
C (-2.674, 2.804, -1.706)
O (-1.777, 2.596, -2.499)
C (-2.797, 4.087, -0.899)
C (-2.313, 3.737, 0.485)
C (-3.195, 3.625, 1.551)
C (-2.740, 3.232, 2.799)
C (-1.402, 2.935, 2.989)
C (-0.517, 3.041, 1.928)
C (-0.970, 3.438, 0.684)
H (-0.285, 3.515, -0.148)
H (0.528, 2.812, 2.073)
H (-1.050, 2.623, 3.960)
H (-3.435, 3.154, 3.622)
H (-4.242, 3.858, 1.412)
H (-3.828, 4.439, -0.880)
H (-2.159, 4.845, -1.354)
H (-4.233, 2.059, -0.628)
H (-4.510, 0.054, -1.850)
H (-3.129, 0.525, -2.888)

The calculation puts the energy above the lowest of the compared OMol25 structures with the same formula, charge and spin at 19.49 kcal per mole. As for the LUMO energy: 0.7 eV. The electronic energy is -31199.332 eV. As for the strongest force on any atom: 0.013 hartree/bohr. The HOMO-LUMO gap comes out at 0.3672 Eh.

Let us look at the Löwdin charges, expressed in e, one per atom: 0.06, -0.47, 0.09, -0.06, -0.47, 0.13, 0.00, -0.11, -0.20, -0.04, -0.09, -0.09, -0.08, -0.03, 0.11, 0.10, 0.10, 0.10, 0.11, 0.15, 0.13, 0.14, 0.13, 0.12, -0.07, 0.09, -0.50, 0.06, -0.05, -0.24, -0.05, -0.08, -0.09, -0.08, -0.04, 0.12, 0.10, 0.10, 0.10, 0.11, 0.12, 0.13, 0.14, 0.13, 0.13

***

> The highest strongest force on any atom belongs to which entry?

C19H20N2O2